# H22O11

A 11-piece molecular cluster, H22O11 overall (ωB97M-V/def2-TZVPD, the Open Molecules 2025 dataset).

```
33
Properties=species:S:1:pos:R:3:nbo_charge:R:1
H 1.232 0.688 0.834 0.46
H 0.306 0.366 -0.327 0.48
H -2.030 -2.576 2.017 0.48
H -3.346 -1.901 2.364 0.48
H 3.681 2.054 -1.466 0.46
H 3.263 1.120 -0.342 0.48
H -3.842 0.267 0.838 0.46
H -4.472 0.450 -0.533 0.48
H -3.101 -2.787 -1.179 0.46
H -2.676 -2.532 0.258 0.47
H 0.759 -3.613 -2.307 0.47
H 0.230 -2.696 -3.397 0.46
H -3.484 2.735 -2.395 0.47
H -2.344 3.099 -1.459 0.46
H 3.723 -1.393 2.435 0.48
H 2.341 -0.769 2.546 0.46
H 0.446 2.223 3.066 0.47
H -0.424 0.986 3.215 0.46
H -0.181 4.050 -0.765 0.46
H 0.824 4.247 -1.889 0.47
H 4.734 -1.317 -1.171 0.47
H 5.439 -2.576 -0.693 0.47
O 1.078 0.033 0.144 -0.94
O -2.978 -2.631 1.853 -0.92
O 2.924 1.562 -1.128 -0.94
O -4.520 -0.098 0.258 -0.94
O -2.602 -2.170 -0.632 -0.97
O -0.061 -3.274 -2.683 -0.93
O -3.250 2.772 -1.461 -0.93
O 3.258 -0.554 2.339 -0.94
O -0.469 1.927 3.009 -0.94
O 0.753 4.224 -0.928 -0.92
O 4.787 -1.920 -0.421 -0.94
```

## Properties
* HOMO energy: -0.3565 Eh
* E: -840.7695 Eh
* net charge: 0
* spin multiplicity: 1
* Kohn-Sham gap: 9.69 eV
* SMILES: O.O.O.O.O.O.O.O.O.O.O
* ΔE to the lowest compared entry with this formula, charge and spin: 290.4 kJ/mol



# H22O11

A 11-piece molecular cluster, H22O11 overall (ωB97M-V/def2-TZVPD, the Open Molecules 2025 dataset).

```
33
Properties=species:S:1:pos:R:3:nbo_charge:R:1
H -0.041 0.227 0.749 0.47
H 1.283 0.074 1.479 0.46
H -2.634 1.372 -1.608 0.47
H -3.669 2.455 -1.353 0.46
H 4.165 3.642 2.201 0.47
H 2.755 3.074 2.199 0.47
H -0.751 3.796 -1.465 0.47
H -0.198 2.782 -0.477 0.45
H -1.938 -2.860 3.548 0.46
H -1.382 -2.274 2.261 0.48
H 4.860 -0.760 -0.712 0.47
H 6.106 0.086 -0.507 0.46
H -2.503 1.893 1.078 0.47
H -1.800 1.140 2.196 0.46
H -0.055 -0.256 -2.729 0.46
H -1.277 -0.984 -3.265 0.44
H 4.110 -2.777 0.631 0.47
H 3.266 -1.582 0.221 0.47
H -3.414 -1.478 0.726 0.48
H -2.971 -0.370 -0.216 0.46
H -2.339 -2.039 -2.558 0.44
H -1.651 -2.783 -1.425 0.48
O 0.570 -0.439 1.083 -0.93
O -2.718 2.311 -1.407 -0.93
O 3.626 2.946 1.806 -0.94
O -0.712 2.849 -1.289 -0.92
O -2.088 -2.838 2.596 -0.95
O 5.691 -0.517 -1.134 -0.94
O -2.651 1.523 1.956 -0.93
O -0.630 -1.009 -2.551 -0.91
O 3.696 -2.366 -0.137 -0.93
O -2.720 -0.822 0.598 -0.94
O -2.055 -1.935 -1.643 -0.90
```

## Properties
* HOMO energy: -0.3421 Eh
* E: -840.6691 Eh
* net charge: 0
* spin multiplicity: 1
* Kohn-Sham gap: 9.09 eV
* SMILES: O.O.O.O.O.O.O.O.O.O.O
* ΔE to the lowest compared entry with this formula, charge and spin: 554.1 kJ/mol



# H22O11

A 11-piece molecular cluster, H22O11 overall (ωB97M-V/def2-TZVPD, the Open Molecules 2025 dataset).

```
33
Properties=species:S:1:pos:R:3:nbo_charge:R:1
O 2.815 -1.202 -0.806 -0.95
H 2.144 -0.613 -0.444 0.48
H 2.314 -1.691 -1.464 0.48
O -0.188 -0.630 3.693 -0.95
H -0.816 -1.088 4.266 0.47
H -0.707 0.128 3.397 0.48
O 1.212 -0.372 -3.021 -0.95
H 1.779 0.317 -3.385 0.48
H 0.933 -0.866 -3.801 0.47
O 4.500 -3.362 0.396 -0.94
H 3.752 -3.212 -0.187 0.47
H 4.453 -2.595 0.976 0.47
O 3.498 2.507 2.091 -0.94
H 3.493 2.734 3.020 0.47
H 2.656 2.105 1.869 0.47
O -0.147 2.222 -0.491 -0.96
H -0.421 2.405 -1.403 0.50
H -0.943 2.111 0.029 0.45
O -0.590 -3.839 -0.830 -0.93
H 0.138 -3.833 -0.199 0.48
H -1.170 -3.123 -0.569 0.45
O -3.953 0.438 -0.944 -1.05
H -3.342 0.084 -0.312 0.52
H -4.878 0.539 -1.105 0.52
O -2.317 1.237 2.453 -0.95
H -2.438 0.478 1.872 0.48
H -1.826 1.920 1.990 0.47
O -0.713 3.978 -2.581 -0.95
H -0.085 4.557 -3.009 0.48
H -1.469 3.974 -3.173 0.48
O -2.664 -1.588 0.842 -0.96
H -3.212 -2.246 0.411 0.50
H -1.809 -1.477 0.420 0.48
```

## Properties
* HOMO energy: -0.3940 Eh
* E: -840.7725 Eh
* net charge: 0
* spin multiplicity: 1
* Kohn-Sham gap: 10.51 eV
* SMILES: O.O.O.O.O.O.O.O.O.O.O
* ΔE to the lowest compared entry with this formula, charge and spin: 282.5 kJ/mol